Computed, not measured: a cluster of 8 separate species, C5H25NO7 in total in a non-equilibrium geometry, with ωB97M-V/def2-TZVPD.

Structure (XYZ):
```
38
C5H25NO7 ωB97M-V/def2-TZVPD
C -2.51569 1.41890 0.29406
N -1.44917 1.26524 -0.71954
C -1.64481 0.58086 -1.95551
C -1.30816 -0.92667 -1.89717
C 0.08357 -1.27077 -2.21320
C 0.68215 -2.44083 -1.94317
H -3.50416 1.67628 -0.15450
H -2.33146 2.34282 0.82488
H -2.57798 0.51708 0.83380
H -0.71987 2.00154 -0.73283
H -0.94105 0.95308 -2.68458
H -2.69838 0.66793 -2.27817
H -2.13585 -1.56324 -2.24524
H -1.64510 -1.34481 -0.90594
H 0.74723 -0.66159 -2.81064
H 0.14093 -3.26585 -1.48101
H 1.62968 -2.66683 -2.39922
H 0.20723 2.31615 1.77394
H 1.08650 1.12255 1.25822
O 1.12755 2.04149 1.58346
H 1.21370 2.79193 -1.66866
H 1.66894 2.36034 -0.28004
O 1.05951 2.10523 -1.00951
H 2.45878 -1.87476 1.68473
H 3.57220 -0.89114 1.39246
O 2.66439 -1.08788 1.13733
H -2.46252 0.21546 2.62407
H -1.10539 0.28644 2.80573
O -1.89919 0.72873 3.21879
H -0.75568 -2.77228 1.88079
H -0.00397 -1.96055 3.04300
O 0.00122 -2.71779 2.46138
H 2.94758 0.15932 -1.44121
H 3.99188 0.72289 -0.35656
O 3.39469 0.93069 -1.08064
H 0.04092 -0.90396 0.45202
H 0.88178 -0.51012 1.75771
O 0.09801 -0.34587 1.23096
```

For the molar mass, the calculation gives 211.26 g mol⁻¹. The spin multiplicity is 1. The SMILES is C=CCCNC.O.O.O.O.O.O.O. As for the HOMO-LUMO gap: 7.8305 eV. The energy above the lowest of the compared OMol25 structures with the same formula, charge and spin comes out at 311.4 kJ/mol. The calculation puts the HOMO energy at -7.73 eV.

Atomic partial charges in e from the Löwdin method, atoms 1 to 4: atom 1 (C): -0.1018, atom 2 (N): -0.1398, atom 3 (C): -0.2416, atom 4 (C): -0.2141